Record 1
Formula: C3H3ClS
Source: the OMol25 dataset
Level of theory: ωB97M-V with the def2-TZVPD basis set

Properties
* lowest unoccupied orbital energy (spin up / spin down): -0.0515 / -0.0515 hartree
* gap between HOMO and LUMO (spin up / spin down): 7.7 / 7.7 eV
* electronic energy: -974.42243 hartree
* structure (SMILES): C=CC(=S)Cl
* energy above the lowest of the compared OMol25 structures with the same formula, charge and spin: 55.71 kJ/mol

```
! wB97M-V def2-TZVPD RIJCOSX def2/J DEFGRID3
* xyz 0 1
C -0.890 -0.495 -0.828
C -0.310 -0.040 0.308
C 0.913 0.588 0.506
S 1.540 0.719 2.076
Cl 1.778 1.144 -0.817
H -1.729 -1.147 -0.607
H -0.400 -0.794 -1.856
H -0.902 0.025 1.218
*
```

Listed below, in e, are the Mulliken charges computed for each atom: number 1, C, carries -0.59; number 2, C, carries -0.15; number 3, C, carries 0.25; number 4, S, carries -0.20; number 5, Cl, carries -0.13; number 6, H, carries 0.28; number 7, H, carries 0.25; number 8, H, carries 0.30

---

Record 2
Formula: C4H6O3S
Source: the OMol25 dataset
Level of theory: ωB97M-V with the def2-TZVPD basis set

Properties
* lowest unoccupied orbital energy: -0.0075 hartree
* gap between HOMO and LUMO: 8.9 eV
* electronic energy: -779.89444 hartree
* structure (SMILES): COC(=O)C(=S)OC
* energy above the lowest of the compared OMol25 structures with the same formula, charge and spin: 94.10 kJ/mol

```
! wB97M-V def2-TZVPD RIJCOSX def2/J DEFGRID3
* xyz 0 1
C 2.703 0.007 -0.150
O 1.279 0.185 -0.166
C 0.590 -0.962 0.102
O 1.033 -2.036 0.320
C -0.920 -0.655 -0.067
S -1.961 -1.877 -0.169
O -1.137 0.635 0.051
C -2.472 1.116 0.106
H 3.029 -0.284 0.886
H 3.133 0.963 -0.415
H 3.040 -0.764 -0.843
H -3.042 0.530 0.876
H -2.412 2.176 0.360
H -2.864 0.966 -0.891
*
```

Atomic partial charges in e from the Mulliken method, atoms 1 to 8: number 1, C, carries -0.62; number 2, O, carries -0.24; number 3, C, carries 0.45; number 4, O, carries -0.48; number 5, C, carries 0.36; number 6, S, carries -0.20; number 7, O, carries -0.24; number 8, C, carries -0.72

---

Record 3
Formula: C14H24O2
Source: the OMol25 dataset
Level of theory: ωB97M-V with the def2-TZVPD basis set

Properties
* lowest unoccupied orbital energy: 0.0301 hartree
* gap between HOMO and LUMO: 10.2 eV
* electronic energy: -698.27203 hartree
* structure (SMILES): C[C@@H]1[C@@]2(C)CC[C@@H]3[C@H]2CC[C@@]1(C)O[C@]3(C)O
* energy above the lowest of the compared OMol25 structures with the same formula, charge and spin: 133.16 kJ/mol

```
! wB97M-V def2-TZVPD RIJCOSX def2/J DEFGRID3
* xyz 0 1
C 0.687 -2.496 1.366
C 0.316 -1.315 0.364
C 1.433 -0.197 0.353
C 2.387 -0.139 1.697
C 2.303 -0.404 -0.852
C 1.503 0.334 -1.946
C 0.412 1.265 -1.247
C 0.803 1.190 0.200
C -0.297 1.455 1.226
C -1.456 0.384 1.341
C -1.155 -0.743 0.287
C -2.211 -1.872 0.438
O -1.473 -0.280 -0.953
C -1.078 0.967 -1.549
C -2.030 2.158 -1.388
O -1.237 0.578 -2.904
H 0.642 -2.284 2.432
H 1.733 -2.817 1.183
H 0.212 -3.420 1.192
H 0.449 -1.678 -0.637
H 1.702 -0.115 2.533
H 3.093 0.746 1.819
H 3.062 -1.071 1.694
H 3.269 0.132 -0.716
H 2.470 -1.467 -1.006
H 1.062 -0.375 -2.656
H 2.124 1.056 -2.467
H 0.680 2.294 -1.522
H 1.547 1.922 0.464
H -0.780 2.391 1.105
H 0.092 1.532 2.229
H -1.343 -0.027 2.330
H -2.437 0.710 1.201
H -2.353 -2.548 -0.396
H -3.107 -1.265 0.559
H -2.113 -2.488 1.312
H -1.476 3.066 -1.729
H -2.276 2.444 -0.337
H -2.949 2.050 -1.896
H -2.210 0.329 -3.124
*
```

Atomic partial charges in e from the Mulliken method, atoms 1 to 8: number 1, C, carries -1.86; number 2, C, carries -0.49; number 3, C, carries 1.65; number 4, C, carries -1.70; number 5, C, carries -1.43; number 6, C, carries -1.20; number 7, C, carries -0.55; number 8, C, carries -0.79

---

Record 4
Formula: C10H9N3O
Source: the OMol25 dataset
Level of theory: ωB97M-V with the def2-TZVPD basis set

Properties
* lowest unoccupied orbital energy (spin up / spin down): -0.0015 / 0.0004 hartree
* gap between HOMO and LUMO (spin up / spin down): 7.3 / 7.5 eV
* electronic energy: -625.70466 hartree
* energy above the lowest of the compared OMol25 structures with the same formula, charge and spin: 701.97 kJ/mol

```
! wB97M-V def2-TZVPD RIJCOSX def2/J DEFGRID3
* xyz 0 1
C -2.730 0.647 0.889
C -1.620 0.433 0.447
C 0.492 -1.794 -2.063
C 3.409 -0.644 0.796
C 1.031 -1.612 -0.773
C -0.240 -1.382 0.043
C 1.609 -0.223 -0.852
C 0.400 0.676 -0.823
C -4.041 1.123 1.571
C 2.426 0.367 0.354
N 0.026 -2.040 -3.069
N 4.388 -1.099 1.190
N -0.510 -0.033 -0.203
O 0.543 1.961 -0.671
H 1.521 -2.504 -0.509
H -1.262 -1.885 -0.099
H 2.390 -0.095 -1.583
H -4.849 0.351 1.673
H -3.878 1.513 2.611
H -4.464 2.127 1.055
H 1.759 0.313 1.153
H 2.814 1.310 0.383
H 0.788 2.490 -1.518
*
```

Atomic partial charges in e from the Mulliken method, atoms 1 to 8: number 1, C, carries 0.32; number 2, C, carries -0.05; number 3, C, carries 0.08; number 4, C, carries 0.04; number 5, C, carries 0.58; number 6, C, carries -0.70; number 7, C, carries -0.43; number 8, C, carries -0.18

---

Record 5
Formula: C29H32BClN12O7RhTe
Source: the OMol25 dataset
Level of theory: ωB97M-V with the def2-TZVPD basis set

Properties
* lowest unoccupied orbital energy (spin up / spin down): -0.3092 / -0.3001 hartree
* gap between HOMO and LUMO (spin up / spin down): 5.0 / 5.4 eV
* electronic energy: -3170.80704 hartree

```
! wB97M-V def2-TZVPD RIJCOSX def2/J DEFGRID3
* xyz 2 2
Rh 0.510 -0.201 0.279
C 2.101 -2.447 -1.976
C 0.625 -2.437 -1.840
C -0.332 -3.001 -2.687
C -1.545 -2.748 -2.085
N -1.326 -2.087 -0.939
N 0.004 -1.879 -0.794
B -2.322 -1.503 0.079
N -1.646 -1.655 1.458
C -2.052 -2.401 2.497
C -1.068 -2.384 3.459
C -0.047 -1.594 2.930
C 1.232 -1.230 3.583
N -0.423 -1.174 1.717
N -2.539 -0.039 -0.331
C -3.635 0.431 -1.000
C -3.373 1.647 -1.516
C -1.959 1.986 -1.138
C -1.857 3.280 -0.323
N -1.535 0.832 -0.386
N -3.684 -2.139 0.214
C -4.223 -3.335 -0.134
C -5.445 -3.440 0.477
C -5.591 -2.235 1.225
C -6.701 -1.831 2.103
N -4.514 -1.491 1.042
H 2.513 -3.400 -1.641
H 2.393 -2.296 -3.012
H 2.526 -1.645 -1.360
H -0.167 -3.513 -3.612
H -2.536 -2.978 -2.422
H -2.991 -2.913 2.516
H -1.092 -2.870 4.413
H 1.073 -0.399 4.271
H 1.595 -2.069 4.170
H 1.996 -0.945 2.855
H -4.541 -0.137 -1.044
H -4.002 2.286 -2.099
H -2.211 4.113 -0.926
H -2.477 3.191 0.564
H -0.825 3.459 -0.038
H -3.715 -4.017 -0.783
H -6.153 -4.240 0.414
H -7.461 -2.605 2.137
H -6.330 -1.645 3.113
H -7.147 -0.897 1.759
O 3.872 5.212 -4.790
N 2.742 4.839 -4.615
O 1.741 5.272 -5.126
C 2.563 3.732 -3.677
C 1.303 3.156 -3.539
C 1.134 2.084 -2.677
C 2.201 1.594 -1.844
O 2.024 0.652 -1.003
C 3.460 2.255 -2.016
C 3.647 3.275 -2.949
N 4.576 1.855 -1.251
O 5.690 1.989 -1.696
O 4.361 1.356 -0.121
N -0.077 1.436 -2.542
O -1.170 2.230 -2.353
O -0.162 0.209 -2.335
H 0.476 3.526 -4.128
H 4.626 3.723 -3.071
C 3.359 -2.976 1.296
Te 3.740 -0.915 0.781
C 5.528 -1.404 -0.280
H 3.735 -3.161 2.301
H 3.862 -3.650 0.609
H 2.291 -3.176 1.281
H 5.295 -1.696 -1.303
H 6.014 -2.228 0.234
H 6.161 -0.522 -0.283
Cl -1.790 3.018 4.162
C -0.363 2.701 3.272
C 0.822 3.391 3.514
C 1.934 3.036 2.772
C 1.838 2.034 1.817
N 0.699 1.381 1.582
C -0.381 1.711 2.294
H 0.862 4.171 4.258
H 2.884 3.522 2.924
H 2.705 1.775 1.222
H -1.304 1.187 2.090
*
```

Atomic partial charges in e from the Mulliken method, atoms 1 to 8: number 1, Rh, carries 0.69; number 2, C, carries -0.54; number 3, C, carries 0.53; number 4, C, carries -2.18; number 5, C, carries 0.27; number 6, N, carries 0.53; number 7, N, carries -0.04; number 8, B, carries 0.72

---

Record 6
Formula: C51H43NOP2RbS3Si
Source: the OMol25 dataset
Level of theory: ωB97M-V with the def2-TZVPD basis set

Properties
* lowest unoccupied orbital energy (spin up / spin down): 0.0600 / 0.0607 hartree
* gap between HOMO and LUMO (spin up / spin down): 2.9 / 3.1 eV
* electronic energy: -4289.98474 hartree
* energy above the lowest of the compared OMol25 structures with the same formula, charge and spin: 0.00 kJ/mol

```
! wB97M-V def2-TZVPD RIJCOSX def2/J DEFGRID3
* xyz -1 1
Rb 1.817 1.885 1.415
C -0.344 2.133 -2.256
Si -1.317 0.630 -2.957
C -1.297 0.555 -4.804
C -1.849 1.275 -5.844
C -1.520 1.033 -7.162
C -0.590 0.049 -7.454
C 0.078 -0.661 -6.481
C -0.309 -0.420 -5.157
P 0.317 -0.971 -3.520
C -0.162 -2.576 -2.854
C -0.377 -3.646 -3.729
C -0.823 -4.812 -3.110
C -1.006 -4.897 -1.733
C -0.771 -3.789 -0.937
C -0.249 -2.642 -1.464
C 2.094 -0.634 -3.406
C 2.591 0.489 -4.091
C 3.954 0.709 -4.087
C 4.866 -0.147 -3.484
C 4.359 -1.292 -2.871
C 2.969 -1.547 -2.728
C -2.996 0.208 -2.352
C -3.891 -0.274 -3.296
C -5.158 -0.659 -2.887
C -5.573 -0.570 -1.543
C -4.676 -0.125 -0.606
C -3.372 0.360 -1.021
P -2.413 1.347 0.102
C -2.388 0.523 1.757
C -2.057 1.375 2.793
C -2.013 0.880 4.107
C -2.366 -0.450 4.383
C -2.625 -1.327 3.288
C -2.658 -0.842 1.978
C -3.470 2.842 0.339
C -4.389 2.936 1.427
C -5.319 3.962 1.487
C -5.412 4.853 0.428
C -4.662 4.624 -0.738
C -3.627 3.716 -0.738
H -0.970 3.085 -2.294
H 0.581 2.305 -2.845
H -0.031 1.902 -1.243
H -2.587 2.001 -5.617
H -2.048 1.577 -7.936
H -0.442 -0.285 -8.480
H 0.786 -1.440 -6.777
H -0.256 -3.498 -4.807
H -1.129 -5.657 -3.717
H -1.332 -5.795 -1.264
H -0.935 -3.823 0.132
H 0.005 -1.725 -0.910
H 1.950 1.158 -4.673
H 4.363 1.592 -4.611
H 5.959 -0.061 -3.687
H 5.098 -1.980 -2.431
H 2.535 -2.369 -2.142
H -3.663 -0.381 -4.352
H -5.794 -1.071 -3.682
H -6.546 -0.931 -1.244
H -4.906 -0.148 0.448
H -1.700 2.382 2.601
H -1.542 1.473 4.868
H -2.217 -0.855 5.376
H -2.839 -2.364 3.462
H -2.836 -1.482 1.124
H -4.322 2.190 2.197
H -5.992 3.986 2.358
H -6.124 5.670 0.452
H -4.782 5.228 -1.623
H -2.947 3.583 -1.604
S -0.188 4.578 2.959
C 0.944 4.049 4.051
N 1.910 3.161 3.952
C 2.628 2.958 5.098
C 3.831 2.252 5.169
C 4.515 2.189 6.405
C 3.966 2.872 7.494
C 2.738 3.604 7.444
C 2.148 3.711 6.206
S 0.843 4.700 5.783
H 4.271 1.916 4.239
H 5.390 1.518 6.533
H 4.458 2.718 8.474
H 2.176 3.945 8.303
C 5.758 -1.619 1.904
S 4.109 -1.507 1.054
O 3.566 -0.184 1.506
C 3.359 -2.828 1.984
C 3.628 -4.090 1.487
C 2.947 -5.167 2.111
C 2.225 -4.932 3.299
C 2.143 -3.627 3.864
C 2.647 -2.556 3.161
H 5.809 -1.209 2.940
H 6.459 -1.129 1.178
H 6.104 -2.703 1.840
H 4.361 -4.203 0.643
H 2.996 -6.148 1.723
H 1.576 -5.682 3.761
H 1.553 -3.447 4.759
H 2.425 -1.513 3.405
*
```

Atomic partial charges in e from the Mulliken method, atoms 1 to 8: number 1, Rb, carries 0.75; number 2, C, carries -1.01; number 3, Si, carries 0.75; number 4, C, carries 0.16; number 5, C, carries -0.22; number 6, C, carries -0.69; number 7, C, carries -0.52; number 8, C, carries -0.76